No. 1
C2Br4N2O4 | ωB97M-V with the def2-TZVPD basis set

```
! wB97M-V def2-TZVPD RIJCOSX def2/J DEFGRID3
* xyz 0 1
Br 1.1044 1.7618 1.6659
Br 2.5005 -0.6287 0.2334
Br 0.5818 1.3815 -2.3874
Br 2.2466 2.8744 -2.8233
O -1.6025 1.3538 1.0993
O 0.3985 -2.5368 0.0638
O -1.3210 -1.7731 -0.9896
O -2.4852 -0.6096 1.0971
N -1.5822 0.1627 0.9333
N -0.4259 -1.7012 -0.1971
C 0.8895 0.1400 0.7799
C -0.3045 -0.4248 0.5246
*
```

Output
- Energy above the lowest of the compared OMol25 structures with the same formula, charge and spin: 0.000 eV
- HOMO-LUMO gap: 8.81 eV
- Total energy: -293406.2611 eV
- F_max: 0.9 eV/Å
- HOMO level: -0.3879 Ha

Electronic structure analysis, natural (NBO) charges in units of e: atom 1 (Br): 0.24, atom 2 (Br): 0.23, atom 3 (Br): -0.01, atom 4 (Br): 0.02, atom 5 (O): -0.35, atom 6 (O): -0.34, atom 7 (O): -0.33, atom 8 (O): -0.33, atom 9 (N): 0.53, atom 10 (N): 0.53, atom 11 (C): -0.17, atom 12 (C): -0.01



No. 2
C2BrClF6Si | ωB97M-V with the def2-TZVPD basis set

```
! wB97M-V def2-TZVPD RIJCOSX def2/J DEFGRID3
* xyz 0 1
Br 1.0814 0.3546 2.4282
Cl -0.5670 -2.4325 0.6497
Si 0.1845 -0.5853 0.6645
F 2.6466 0.5876 -0.2144
F 0.8027 0.8154 -1.4267
F 1.7433 -1.1653 -1.3565
F -1.2815 1.7150 -0.1742
F -2.0291 -0.1431 -1.0272
F -2.5144 0.4349 1.0638
C 1.5007 -0.0095 -0.6476
C -1.5672 0.4280 0.0404
*
```

Output
- Energy above the lowest of the compared OMol25 structures with the same formula, charge and spin: 0.000 eV
- HOMO-LUMO gap: 11.10 eV
- Structure (SMILES): FC(F)(F)[Si](Cl)(Br)C(F)(F)F
- Total energy: -108823.7843 eV
- F_max: 4.3 eV/Å
- HOMO level: -0.4049 Ha

Electronic structure analysis, natural (NBO) charges in units of e: atom 1 (Br): -0.22, atom 2 (Cl): -0.28, atom 3 (Si): 1.09, atom 4 (F): -0.31, atom 5 (F): -0.32, atom 6 (F): -0.34, atom 7 (F): -0.33, atom 8 (F): -0.31, atom 9 (F): -0.36, atom 10 (C): 0.66, atom 11 (C): 0.74



No. 3
C2BrF3O | ωB97M-V with the def2-TZVPD basis set

```
! wB97M-V def2-TZVPD RIJCOSX def2/J DEFGRID3
* xyz 0 1
Br 2.9638 -0.2765 -0.3210
F -1.3815 -1.2920 -0.7106
F -2.1711 0.1107 0.5547
F 2.3221 1.1924 1.6376
O 0.0727 0.2225 0.0562
C -1.0069 -0.2559 -0.0246
C 2.2746 -0.0807 1.3983
*
```

Output
- Energy above the lowest of the compared OMol25 structures with the same formula, charge and spin: 1.666 eV
- HOMO-LUMO gap: 9.50 eV
- Total energy: -82313.4194 eV
- F_max: 2.2 eV/Å
- HOMO level: -0.3645 Ha

Electronic structure analysis, natural (NBO) charges in units of e: atom 1 (Br): 0.02, atom 2 (F): -0.29, atom 3 (F): -0.31, atom 4 (F): -0.32, atom 5 (O): -0.55, atom 6 (C): 1.15, atom 7 (C): 0.30



No. 4
C2BrN2O2 | ωB97M-V with the def2-TZVPD basis set

```
! wB97M-V def2-TZVPD RIJCOSX def2/J DEFGRID3
* xyz -1 1
Br 1.8879 1.8651 -1.2346
O 0.8723 -0.1274 0.6538
O 0.7298 -1.7391 -0.9965
N -2.5021 -0.1001 0.7963
N -2.0589 -0.1135 1.8051
C 0.3952 0.8190 -0.4453
C 0.6757 -0.6040 -0.5786
*
```

Output
- Energy above the lowest of the compared OMol25 structures with the same formula, charge and spin: 0.000 eV
- HOMO-LUMO gap: 7.12 eV
- Total energy: -79191.5914 eV
- F_max: 1.9 eV/Å
- HOMO level: -0.1258 Ha

Electronic structure analysis, natural (NBO) charges in units of e: atom 1 (Br): -0.20, atom 2 (O): -0.57, atom 3 (O): -0.64, atom 4 (N): 0.01, atom 5 (N): -0.01, atom 6 (C): -0.25, atom 7 (C): 0.67



No. 5
C2CeF3NO3S2 | ωB97M-V with the def2-TZVPD basis set

```
! wB97M-V def2-TZVPD RIJCOSX def2/J DEFGRID3
* xyz 1 2
Ce -1.4763 1.2683 -0.8920
S 0.4572 2.6873 0.2132
S 0.9582 0.0231 1.0975
F 3.4531 0.3719 0.1747
F 2.5430 -1.5031 -0.3832
F 2.0270 0.3028 -1.4427
O -3.3415 -0.3378 -0.5032
O -0.2444 -0.3968 0.1284
O -4.0240 -2.3653 0.3811
N 0.8768 1.5361 1.4949
C -3.5520 -1.3963 -0.0242
C 2.3229 -0.1903 -0.2446
*
```

Output
- ⟨S²⟩: 0.75
- HOMO-LUMO gap (alpha / beta): 6.33 / 6.39 eV
- Total energy: -52450.4121 eV
- F_max: 2.8 eV/Å
- HOMO level (alpha / beta): -0.4357 / -0.4359 Ha

Electronic structure analysis, Mulliken charges in units of e: atom 1 (Ce): 1.55, atom 2 (S): -0.18, atom 3 (S): 0.45, atom 4 (F): -0.21, atom 5 (F): -0.22, atom 6 (F): -0.19, atom 7 (O): -0.49, atom 8 (O): -0.63, atom 9 (O): -0.19, atom 10 (N): -0.34, atom 11 (C): 0.76, atom 12 (C): 0.69



No. 6
C2Cl2F2O | ωB97M-V with the def2-TZVPD basis set

```
! wB97M-V def2-TZVPD RIJCOSX def2/J DEFGRID3
* xyz 0 1
Cl 0.1300 3.0195 -0.3715
Cl -1.8270 -0.8255 1.4380
F -0.7188 -2.1714 -0.4374
F 0.6877 -1.4567 1.1026
O 1.5690 0.9747 -1.0912
C 0.5984 1.6215 -1.0291
C -0.4392 -1.1620 0.3885
*
```

Output
- Energy above the lowest of the compared OMol25 structures with the same formula, charge and spin: 3.515 eV
- HOMO-LUMO gap (alpha / beta): 7.41 / 9.42 eV
- Total energy: -34597.3304 eV
- F_max: 3.6 eV/Å
- HOMO level (alpha / beta): -0.3171 / -0.3687 Ha

Electronic structure analysis, natural (NBO) charges in units of e: atom 1 (Cl): 0.09, atom 2 (Cl): -0.03, atom 3 (F): -0.31, atom 4 (F): -0.32, atom 5 (O): -0.46, atom 6 (C): 0.37, atom 7 (C): 0.66



No. 7
C2Cl3F3 | ωB97M-V with the def2-TZVPD basis set

```
! wB97M-V def2-TZVPD RIJCOSX def2/J DEFGRID3
* xyz 0 1
Cl 2.0881 0.5472 0.1914
Cl -0.8595 1.9151 -0.4013
Cl -2.0257 -0.7260 -0.1088
F 0.5822 -0.4780 -1.5852
F -0.5272 0.3860 1.6100
F 0.7358 -1.5818 0.2786
C 0.6545 -0.3677 -0.2636
C -0.6481 0.3052 0.2788
*
```

Output
- Energy above the lowest of the compared OMol25 structures with the same formula, charge and spin: 0.223 eV
- HOMO-LUMO gap: 12.27 eV
- Structure (SMILES): FC(F)(Cl)C(F)(Cl)Cl
- Total energy: -47793.7332 eV
- F_max: 0.5 eV/Å
- HOMO level: -0.4281 Ha

Electronic structure analysis, natural (NBO) charges in units of e: atom 1 (Cl): 0.00, atom 2 (Cl): 0.04, atom 3 (Cl): 0.03, atom 4 (F): -0.30, atom 5 (F): -0.31, atom 6 (F): -0.30, atom 7 (C): 0.61, atom 8 (C): 0.23



No. 8
C2Cl3F3S | ωB97M-V with the def2-TZVPD basis set

```
! wB97M-V def2-TZVPD RIJCOSX def2/J DEFGRID3
* xyz 0 1
Cl 2.3785 0.0061 -2.1319
Cl -0.1434 -1.8802 -1.1997
Cl 2.0223 2.0337 -0.1020
S 0.4332 -0.6714 0.3232
F -2.2314 -0.6990 0.7405
F 0.2058 1.2567 -1.8066
F -0.9506 -0.1491 2.4208
C -0.9973 -0.7645 1.2517
C 1.2706 0.8341 -1.1384
*
```

Output
- Energy above the lowest of the compared OMol25 structures with the same formula, charge and spin: 2.981 eV
- HOMO-LUMO gap (alpha / beta): 7.45 / 7.45 eV
- Total energy: -58625.1770 eV
- F_max: 2.7 eV/Å
- HOMO level (alpha / beta): -0.3004 / -0.3002 Ha

Electronic structure analysis, natural (NBO) charges in units of e: atom 1 (Cl): 0.03, atom 2 (Cl): -0.12, atom 3 (Cl): 0.00, atom 4 (S): 0.54, atom 5 (F): -0.31, atom 6 (F): -0.33, atom 7 (F): -0.30, atom 8 (C): 0.40, atom 9 (C): 0.07